# 1
74
Properties=species:S:1:pos:R:3:lowdin_charge:R:1 method="wB97M-V/def2-TZVPD" energy_ha=-3691.1117 total_charge=-2 orbital_gap_ev=6.79 molar_mass_g_mol=895.84
Ir -0.156 0.976 0.385 1.1836
C -2.605 -1.612 8.108 -0.0683
C -2.083 -0.910 6.882 -0.2873
C -2.682 -1.099 5.640 -0.0250
C -2.214 -0.449 4.508 -0.0195
C -1.130 0.405 4.626 -0.2569
C -0.513 0.610 5.852 -0.0590
C -0.992 -0.048 6.974 -0.0600
S -0.504 1.198 3.166 0.5446
O -1.665 1.586 2.389 -0.3501
O 0.417 2.207 3.634 -0.3108
N 0.181 0.070 2.262 -0.3182
C 1.595 -0.241 2.394 -0.1932
C 2.445 0.193 1.205 -0.6018
O 3.656 0.068 1.233 0.0331
O 1.806 0.644 0.147 -0.2147
H -3.376 -2.336 7.845 0.0676
H -3.040 -0.901 8.815 0.0735
H -1.806 -2.143 8.631 0.0713
H -3.526 -1.772 5.548 0.1130
H -2.676 -0.618 3.544 0.1000
H 0.322 1.296 5.910 0.1049
H -0.515 0.112 7.936 0.1037
H 1.693 -1.330 2.439 0.1211
H 2.043 0.162 3.305 0.1168
F -4.302 -1.881 0.032 0.0856
B -3.333 -1.868 1.049 -1.2560
F -2.409 -0.817 0.798 0.0401
F -2.648 -3.093 1.070 0.0891
F -3.970 -1.662 2.293 0.0744
C -1.368 -1.279 -2.000 -0.1926
Si -0.557 0.415 -1.835 0.5071
C 1.056 0.250 -2.842 -0.2191
C -1.660 1.599 -2.822 -0.2660
C -2.604 2.412 -2.197 -0.0838
C -3.438 3.245 -2.929 -0.0723
C -3.345 3.286 -4.314 -0.1078
C -2.414 2.482 -4.960 -0.1153
C -1.586 1.652 -4.216 -0.1123
H -1.654 -1.396 -3.054 0.0261
H -2.255 -1.391 -1.387 0.0022
H -0.669 -2.078 -1.748 0.0325
H 0.979 -0.634 -3.481 0.0206
H 1.916 0.111 -2.187 0.0089
H 1.241 1.116 -3.483 0.0169
H -2.688 2.412 -1.114 0.0865
H -4.156 3.868 -2.411 0.0680
H -3.989 3.945 -4.885 0.0867
H -2.330 2.503 -6.041 0.0859
H -0.865 1.032 -4.740 0.0905
N -7.500 4.964 -2.007 0.0767
C -6.296 5.010 -1.278 -0.3449
C -5.294 5.914 -1.618 -0.0660
C -4.110 5.952 -0.898 -0.0708
C -3.925 5.104 0.181 -0.2808
C -4.925 4.210 0.539 -0.0432
C -6.102 4.163 -0.186 -0.0315
S -2.416 5.149 1.120 0.5578
O -1.774 6.408 0.775 -0.3991
O -2.817 4.957 2.487 -0.3051
N -1.616 3.885 0.603 -0.1183
C -0.499 3.943 -0.091 -0.6689
S 0.330 5.383 -0.671 1.0374
C 1.518 4.392 -1.447 -0.4135
C 1.262 3.094 -1.234 -0.2609
N 0.136 2.826 -0.480 -0.1677
H -7.386 5.265 -2.964 0.0734
H -7.928 4.050 -1.988 0.0778
H -5.435 6.578 -2.465 0.1060
H -3.323 6.648 -1.160 0.1120
H -4.767 3.552 1.384 0.1241
H -6.875 3.453 0.087 0.1098
H 2.354 4.806 -1.983 0.0508
H 1.869 2.272 -1.568 0.0808


# 2
61
Properties=species:S:1:pos:R:3:lowdin_charge:R:1 method="wB97M-V/def2-TZVPD" energy_ha=-1372.0452 orbital_gap_ev=8.38 molar_mass_g_mol=414.52
C -6.479 4.583 -1.293 -0.1104
O -5.717 4.038 -2.351 -0.1847
C -4.659 3.216 -1.916 -0.2624
C -3.826 2.819 -3.122 -0.1742
C -2.460 2.219 -2.791 -0.2125
C -2.492 0.883 -2.040 -0.1709
C -2.768 0.990 -0.512 -0.1108
C -1.766 0.273 0.332 -0.0567
C -0.448 0.456 0.510 -0.0621
C 0.432 1.479 -0.122 -0.0509
C 1.124 2.437 0.869 -0.3464
C 2.558 2.723 0.473 -0.0341
F 0.402 3.650 0.845 -0.0396
C 0.015 -0.561 1.486 -0.3780
O 1.104 -0.713 1.964 0.1645
O -1.044 -1.374 1.822 0.1247
C -2.175 -0.881 1.183 -0.3730
O -3.253 -1.367 1.341 0.1824
H -6.472 3.936 -0.409 0.0850
H -7.513 4.695 -1.622 0.0862
H -6.095 5.569 -1.003 0.0878
H -4.037 3.747 -1.177 0.1258
H -5.062 2.322 -1.414 0.1224
H -3.676 3.720 -3.726 0.1206
H -4.399 2.119 -3.740 0.1212
H -1.944 2.048 -3.743 0.1124
H -1.847 2.946 -2.245 0.1082
H -1.542 0.364 -2.197 0.1095
H -3.260 0.245 -2.489 0.1176
H -3.751 0.580 -0.280 0.1157
H -2.769 2.047 -0.225 0.1216
H 1.201 0.970 -0.713 0.1401
H -0.178 2.087 -0.791 0.1166
H 1.056 2.052 1.889 0.1412
H 2.559 3.031 -0.577 0.0907
H 2.995 3.510 1.084 0.0865
H 3.146 1.806 0.562 0.0728
C 6.998 -1.313 2.047 -0.0984
C 7.269 0.002 2.404 -0.0998
C 6.227 0.892 2.627 -0.0952
C 4.915 0.460 2.494 -0.1043
C 4.643 -0.853 2.139 -0.0888
C 5.685 -1.742 1.914 -0.0914
H 7.813 -2.004 1.875 0.0990
H 8.295 0.333 2.508 0.0987
H 6.439 1.917 2.901 0.0993
H 4.090 1.138 2.670 0.0911
H 3.613 -1.176 2.049 0.0836
H 5.473 -2.767 1.638 0.1008
C -0.381 -4.411 0.332 -0.0844
C -0.677 -4.883 -0.940 -0.0941
C -0.164 -6.100 -1.366 -0.1000
C 0.644 -6.846 -0.520 -0.0997
C 0.941 -6.374 0.751 -0.0966
C 0.430 -5.156 1.177 -0.0864
H -0.778 -3.464 0.667 0.0805
H -1.312 -4.304 -1.598 0.0984
H -0.396 -6.469 -2.358 0.0987
H 1.043 -7.796 -0.852 0.0989
H 1.571 -6.957 1.411 0.0994
H 0.662 -4.785 2.167 0.1039


# 3
20
Properties=species:S:1:pos:R:3:lowdin_charge:R:1 method="wB97M-V/def2-TZVPD" energy_ha=-548.6755 orbital_gap_ev=8.80 molar_mass_g_mol=155.16 de_lowest_kj_mol=383.1
C 1.611 -0.655 0.040 -0.2961
C 2.535 0.567 -0.355 -0.5154
C 0.281 -1.165 -0.669 -0.1463
C -0.844 -0.325 -0.496 -0.3543
C -2.197 -0.713 -0.589 0.0024
C -1.964 1.495 0.073 -0.1625
H 1.854 -0.161 2.242 0.1285
H 0.071 0.114 1.461 0.1437
H 2.320 -1.584 0.023 0.1540
H 0.498 -1.314 -1.856 0.1707
H 0.170 -2.279 -0.203 0.1672
H -2.704 -1.653 -0.450 0.1058
H -2.036 2.583 0.162 0.1288
H -3.884 0.381 0.440 0.2432
H 1.028 1.640 -0.013 0.1465
N 1.121 -0.458 1.456 -0.0482
N -0.710 1.000 -0.023 0.0264
N -2.899 0.530 -0.210 -0.0024
O 3.749 0.266 -0.555 0.0187
O 2.000 1.730 -0.479 0.0893


# 4
39
Properties=species:S:1:pos:R:3:lowdin_charge:R:1 method="wB97M-V/def2-TZVPD" energy_ha=-993.6612 orbital_gap_ev=9.18 molar_mass_g_mol=234.20 de_lowest_kj_mol=294.1
O -1.765 -2.665 0.022 -0.0620
H -1.803 -2.611 0.970 -0.0291
H -1.190 -1.910 -0.091 -0.0393
O 3.821 -0.521 0.080 -0.0546
H 3.120 0.049 0.394 -0.0266
H 4.130 -0.110 -0.710 0.0287
O 1.605 0.362 1.054 -0.0251
H 1.542 -0.401 1.665 0.1045
H 1.432 1.078 1.637 0.0579
O -2.395 -2.190 2.792 -0.0618
H -2.222 -2.593 3.645 0.0421
H -1.852 -1.366 2.849 -0.0020
O -3.304 0.435 1.023 -0.0384
H -3.134 1.362 1.239 0.0355
H -3.567 0.501 0.093 0.0503
O -0.775 0.016 2.738 0.0149
H -0.107 0.064 3.401 0.0727
H -1.458 0.516 3.084 0.0424
O -0.790 2.603 0.761 -0.0076
H -0.966 2.609 -0.119 -0.0737
H -0.403 1.740 0.943 -0.0199
O -2.665 -0.825 -2.564 -0.0278
H -1.787 -1.165 -2.467 0.0065
H -2.580 -0.042 -2.049 -0.0142
O -0.746 -0.219 -0.297 -0.0674
H 0.213 -0.028 -0.322 0.0356
H -0.930 0.062 0.610 -0.0023
O 2.279 2.245 -1.264 -0.0548
H 2.241 1.317 -1.566 -0.0322
H 2.050 2.721 -2.045 0.0151
O 2.445 -2.715 -0.766 -0.0622
H 2.525 -1.754 -0.638 -0.0248
H 2.704 -3.192 -0.001 0.0170
O 2.296 -0.228 -2.163 0.0071
H 1.489 -0.687 -2.248 0.0550
H 2.908 -0.598 -2.753 0.0686
O -0.852 2.826 -1.944 -0.0671
H -0.137 2.201 -2.271 0.0678
H -1.371 3.116 -2.720 0.0713